# C8H22FeN6O14

C8H22FeN6O14 as an isolated structure (the ωB97M-V functional and the def2-TZVPD basis, OMol25).

```
51
Properties=species:S:1:pos:R:3:lowdin_charge:R:1
Fe 0.145 -0.657 0.598 0.788
N 1.675 -2.430 -1.780 -0.561
O 1.610 -1.832 -2.860 -0.049
O 1.137 -1.898 -0.753 -0.139
O 2.219 -3.544 -1.660 -0.014
N -1.786 0.296 3.135 -0.559
O -0.907 0.270 2.204 -0.155
O -1.903 1.332 3.803 -0.047
O -2.493 -0.704 3.332 0.010
N 1.655 -1.761 3.433 -0.565
O 1.200 -1.742 2.259 -0.099
O 2.912 -1.829 3.612 -0.081
O 0.925 -1.673 4.431 -0.015
N -2.133 -3.278 0.647 -0.571
O -1.479 -2.185 0.471 -0.135
O -1.877 -4.264 -0.051 -0.035
O -3.044 -3.288 1.489 -0.028
C 2.173 2.382 -0.914 -0.066
C 2.636 1.044 -0.414 -0.392
C 4.147 1.134 0.019 -0.191
O 4.419 0.230 1.063 -0.187
C 4.493 -1.143 0.705 -0.091
N 1.797 0.529 0.661 0.021
H 2.059 3.058 -0.061 0.086
H 1.199 2.354 -1.408 0.059
H 2.850 2.815 -1.653 0.079
H 2.695 0.311 -1.225 0.129
H 4.321 2.160 0.367 0.112
H 4.853 1.120 -0.819 0.120
H 4.998 -1.701 1.488 0.087
H 5.043 -1.390 -0.214 0.088
H 3.513 -1.589 0.517 0.076
H 2.424 0.011 1.284 0.077
H 1.554 1.314 1.273 0.118
C -1.968 2.408 -0.624 -0.026
C -2.164 0.888 -0.749 -0.402
C -3.294 0.572 -1.670 -0.217
O -4.526 1.026 -1.099 -0.172
C -5.647 0.674 -1.884 -0.124
N -0.921 0.159 -1.155 0.037
H -2.581 2.809 0.180 0.084
H -2.120 2.854 -1.606 0.075
H -0.938 2.525 -0.278 0.060
H -2.432 0.370 0.178 0.132
H -3.328 -0.502 -1.882 0.134
H -3.221 1.114 -2.626 0.121
H -6.509 1.287 -1.613 0.077
H -5.960 -0.339 -1.617 0.090
H -5.486 0.833 -2.952 0.079
H -0.631 0.580 -2.042 0.101
H -1.305 -0.710 -1.539 0.082
```

- expectation value of S² = 6.01
- F_max (eV/A) = 2.46
- total charge = -2
- energy above the lowest of the compared OMol25 structures with the same formula, charge and spin (kcal/mol) = 25.4
- E_tot (eV) = -80633.9977
- spin multiplicity = 5